# 1
{"formula": "C2H11N6", "method": "wB97M-V/def2-TZVPD", "species": ["C", "C", "N", "N", "N", "N", "N", "N", "H", "H", "H", "H", "H", "H", "H", "H", "H", "H", "H"], "xyz": [[-1.187, -2.012, 1.778], [0.429, -0.543, 0.696], [1.970, 1.020, -0.007], [0.853, 0.239, -0.242], [0.414, 2.548, -1.415], [-1.108, 1.061, -1.945], [-0.428, 1.662, -1.024], [-0.663, -1.289, 0.646], [-2.136, -1.577, 2.101], [-1.349, -3.059, 1.521], [-0.483, -1.959, 2.605], [0.986, -0.619, 1.636], [2.301, 0.990, 0.957], [1.046, 2.877, -0.693], [0.755, 2.561, -2.380], [2.723, 0.773, -0.643], [-1.864, 0.468, -1.653], [-0.829, 1.066, -2.926], [-1.209, -1.302, -0.202]], "nbo_charge": [-0.41, 0.30, -0.68, -0.35, -0.49, -0.53, 0.17, -0.55, 0.21, 0.22, 0.22, 0.17, 0.36, 0.44, 0.37, 0.38, 0.41, 0.38, 0.39], "relative_energy_kcal_mol": 21.61, "gap_ev": [8.276, 8.277], "molar_mass_g_mol": 119.15, "charge": 1}


# 2
{"formula": "C2H11NO2", "method": "wB97M-V/def2-TZVPD", "species": ["C", "N", "C", "H", "H", "H", "H", "H", "H", "H", "H", "H", "O", "H", "H", "O"], "xyz": [[1.126, 0.493, 1.378], [1.382, 1.257, 0.187], [0.290, 1.679, -0.640], [0.434, 1.036, 2.020], [0.666, -0.460, 1.114], [2.049, 0.291, 1.909], [2.195, 0.916, -0.344], [-0.246, 0.785, -0.986], [0.624, 2.262, -1.494], [-0.401, 2.287, -0.064], [-0.844, -1.763, -0.763], [0.562, -1.834, -1.439], [-0.286, -2.276, -1.370], [-2.649, -1.325, 0.996], [-2.501, 0.076, 0.404], [-2.041, -0.764, 0.493]], "nbo_charge": [-0.49, -0.08, -0.49, 0.26, 0.30, 0.26, 0.42, 0.29, 0.26, 0.26, 0.48, 0.45, -0.93, 0.50, 0.48, -0.98], "relative_energy_kcal_mol": 0.00, "gap_ev": [10.982, 6.264], "molar_mass_g_mol": 81.12, "spin_multiplicity": 2, "charge": 1}


no.,energy (eV)
1,-11183.419
2,-7828.709